{"formula": "C6H13NP", "method": "ωB97M-V/def2-TZVPD", "lumo_energy_ev": -3.92, "charge": 1, "orbital_gap_ev": 9.02, "de_lowest_ev": 2.189, "elements": ["C", "C", "C", "C", "C", "C", "N", "P", "H", "H", "H", "H", "H", "H", "H", "H", "H", "H", "H", "H", "H"], "xyz": [[-1.69, 0.00, -0.21], [-0.57, -1.01, -0.63], [0.65, -1.14, 0.27], [1.96, -0.25, 0.00], [0.96, 2.06, -0.53], [-2.91, -0.70, 0.22], [1.70, 1.24, 0.47], [-1.53, 1.63, -0.02], [-0.98, -2.01, -0.71], [-0.28, -0.70, -1.66], [0.48, -0.83, 1.34], [0.79, -2.18, 0.26], [2.82, -0.53, 0.64], [2.24, -0.28, -1.03], [1.36, 3.09, -0.44], [0.88, 1.54, -1.41], [-2.52, -1.41, 0.99], [-3.53, -1.28, -0.47], [-3.65, 0.00, 0.92], [1.17, 1.20, 1.30], [2.67, 1.56, 0.71]]}

{"formula": "C6H13NiO3", "method": "ωB97M-V/def2-TZVPD", "lumo_energy_ev": [-4.37, -5.21], "multiplicity": 3, "charge": 1, "orbital_gap_ev": [8.45, 7.82], "de_lowest_ev": 1.476, "s2": 2.010, "elements": ["H", "C", "H", "H", "H", "C", "H", "O", "C", "H", "H", "O", "C", "H", "O", "C", "C", "H", "H", "H", "H", "Ni", "H"], "xyz": [[1.76, -2.38, 0.94], [1.14, -1.82, 1.65], [2.85, -0.23, 0.55], [1.68, -1.75, 2.60], [0.17, -2.32, 1.72], [2.04, 0.34, 1.03], [2.36, 0.64, 2.04], [0.89, -0.51, 1.14], [1.62, 1.52, 0.17], [2.44, 2.26, 0.18], [1.50, 1.16, -0.87], [0.41, 2.07, 0.62], [-1.55, 1.84, -0.50], [-0.93, 2.30, -1.28], [-1.40, -0.10, -1.82], [-2.00, 0.53, -0.78], [-1.70, -1.47, -1.97], [-1.70, -1.97, -0.99], [-0.89, -1.90, -2.58], [-3.06, 0.29, -0.64], [-2.67, -1.61, -2.47], [-0.69, 0.63, 1.25], [-2.27, 2.49, 0.02]]}

{"formula": "C6H13O", "method": "ωB97M-V/def2-TZVPD", "lumo_energy_ev": 3.92, "smiles": "CCCCCC[O-]", "charge": -1, "orbital_gap_ev": 6.13, "de_lowest_ev": 1.952, "elements": ["C", "C", "C", "C", "C", "C", "O", "H", "H", "H", "H", "H", "H", "H", "H", "H", "H", "H", "H", "H"], "xyz": [[-0.03, 1.66, -2.27], [0.35, 1.80, -0.86], [-0.77, 1.18, 0.07], [-1.12, -0.33, 0.19], [-0.65, -1.24, 1.39], [0.89, -1.44, 1.48], [1.41, -1.91, 0.23], [0.00, 0.60, -2.61], [0.81, 2.08, -2.94], [-1.01, 2.16, -2.69], [0.38, 2.96, -0.84], [1.32, 1.42, -0.63], [-0.61, 1.46, 1.06], [-1.81, 1.77, -0.24], [-2.15, -0.60, 0.10], [-0.66, -0.84, -0.66], [-1.16, -2.13, 1.05], [-0.96, -0.98, 2.44], [1.19, -2.12, 2.27], [1.40, -0.31, 1.81]]}

{"formula": "C6H13O2", "method": "ωB97M-V/def2-TZVPD", "lumo_energy_ev": 2.84, "charge": -1, "orbital_gap_ev": 4.91, "de_lowest_ev": 3.462, "elements": ["C", "O", "C", "C", "C", "C", "C", "H", "H", "H", "H", "H", "H", "H", "H", "H", "H", "H", "H", "H", "O"], "xyz": [[-1.77, 2.83, -0.46], [-2.85, 3.54, -0.83], [-1.47, 1.60, -1.42], [-1.25, 0.28, -0.63], [-0.06, 0.15, 0.27], [1.01, -0.56, -0.10], [2.26, -0.76, 0.69], [-1.76, 2.47, 0.58], [-0.82, 3.41, -0.61], [-2.30, 1.37, -2.09], [-0.62, 1.82, -2.08], [-2.21, 0.10, -0.13], [-1.22, -0.55, -1.36], [-0.22, 0.67, 1.21], [0.99, -1.06, -1.06], [2.37, -1.70, 1.24], [2.39, -0.07, 1.53], [3.10, -0.71, -0.01], [1.55, -4.10, 2.53], [1.13, -4.20, 1.03], [1.73, -4.55, 1.68]]}

{"formula": "C6H13O2", "method": "ωB97M-V/def2-TZVPD", "lumo_energy_ev": 3.23, "charge": -1, "orbital_gap_ev": 6.91, "de_lowest_ev": 1.601, "elements": ["C", "C", "O", "O", "H", "H", "H", "C", "C", "C", "C", "H", "H", "H", "H", "H", "H", "H", "H", "H", "H"], "xyz": [[-0.39, 2.72, 1.64], [0.45, 2.53, 3.00], [-0.23, 2.04, 3.87], [1.69, 2.68, 2.78], [-1.48, 2.42, 1.70], [-0.08, 2.14, 0.82], [-0.60, 3.75, 1.30], [-0.30, -1.33, -1.18], [0.20, 0.15, -1.37], [0.48, -2.32, -2.05], [-0.30, -1.81, 0.27], [-1.40, -1.17, -1.55], [1.16, 0.51, -0.92], [1.46, -1.99, -1.89], [0.25, -3.33, -1.87], [0.08, -2.23, -3.03], [-0.81, -1.23, 1.06], [-0.78, -2.81, 0.28], [-0.45, 0.92, -0.96], [0.33, 0.36, -2.41], [0.73, -2.00, 0.53]]}

{"formula": "C6H13O3", "method": "ωB97M-V/def2-TZVPD", "lumo_energy_ev": [0.79, 0.40], "multiplicity": 2, "charge": 0, "orbital_gap_ev": [7.75, 9.87], "de_lowest_ev": 4.650, "s2": 0.754, "elements": ["H", "C", "C", "C", "C", "C", "O", "O", "O", "C", "H", "H", "H", "H", "H", "H", "H", "H", "H", "H", "H", "H"], "xyz": [[0.45, 0.18, -1.20], [-0.71, -0.15, -0.06], [-1.61, -1.21, -0.50], [0.43, -0.66, 0.77], [1.52, 0.40, 0.89], [2.71, -0.28, 0.28], [2.47, -0.54, -1.08], [1.28, 0.27, -1.70], [-1.07, 1.10, 0.20], [-2.36, 1.56, -0.25], [-1.08, -2.07, -0.94], [-2.13, -1.54, 0.41], [-2.33, -0.94, -1.27], [0.09, -0.96, 1.76], [0.83, -1.55, 0.28], [1.37, 1.27, 0.24], [1.59, 0.86, 1.90], [3.62, 0.31, 0.36], [2.97, -1.19, 0.89], [-2.46, 2.54, 0.22], [-2.38, 1.65, -1.35], [-3.18, 0.93, 0.15]]}

{"formula": "C6H13O3Tl", "method": "ωB97M-V/def2-TZVPD", "lumo_energy_ev": 0.32, "charge": 0, "orbital_gap_ev": 7.27, "de_lowest_ev": 1.672, "elements": ["O", "C", "C", "O", "C", "C", "O", "C", "H", "H", "H", "H", "H", "H", "H", "H", "H", "H", "Tl", "C", "H", "H", "H"], "xyz": [[-0.32, 1.26, -2.04], [-0.05, 2.51, -0.61], [0.73, 1.92, 0.42], [0.19, 0.67, 0.84], [0.92, -0.02, 1.82], [0.28, -1.37, 2.04], [0.32, -2.09, 0.82], [-0.18, -3.41, 0.93], [-1.11, 2.66, -0.35], [0.42, 3.39, -1.08], [1.78, 1.74, 0.11], [0.92, 0.55, 2.77], [1.97, -0.15, 1.50], [-0.76, -1.26, 2.37], [0.84, -1.91, 2.82], [-0.10, -3.88, -0.06], [0.41, -3.99, 1.65], [-1.23, -3.40, 1.24], [-0.08, -0.66, -0.99], [-1.39, 1.63, -2.85], [-1.29, 1.21, -3.87], [-2.41, 1.39, -2.48], [-1.42, 2.74, -2.92]]}

{"formula": "C6H13O4P", "method": "ωB97M-V/def2-TZVPD", "lumo_energy_ev": 0.21, "charge": 0, "orbital_gap_ev": 8.48, "de_lowest_ev": 4.436, "elements": ["C", "C", "C", "C", "C", "C", "O", "O", "O", "O", "P", "H", "H", "H", "H", "H", "H", "H", "H", "H", "H", "H", "H", "H"], "xyz": [[-0.04, 1.65, -0.80], [1.35, 1.10, -0.34], [1.39, -0.37, -0.56], [-1.14, 1.28, 0.21], [-2.21, -1.28, -0.97], [2.00, -1.32, 0.50], [-1.47, -1.04, 1.62], [1.79, 1.50, 0.92], [-1.03, 1.74, 1.54], [1.30, -2.51, 0.42], [-1.08, -0.57, 0.27], [0.05, 2.76, -0.93], [-0.24, 1.03, -1.75], [2.06, 1.58, -1.03], [1.25, -0.59, -1.65], [-2.03, 1.50, -0.25], [-3.20, -1.28, -0.73], [-2.09, -0.68, -1.89], [-1.74, -2.31, -1.15], [2.00, -0.79, 1.50], [3.03, -1.56, 0.27], [1.15, 1.28, 1.69], [-1.59, 1.36, 2.22], [0.48, -2.48, 0.89]]}

{"formula": "C6H13O5Ru", "method": "ωB97M-V/def2-TZVPD", "lumo_energy_ev": [-3.61, -7.68], "multiplicity": 7, "charge": 1, "orbital_gap_ev": [8.17, 4.87], "de_lowest_ev": 0.126, "s2": 12.016, "elements": ["O", "C", "C", "O", "C", "C", "O", "Ru", "H", "H", "H", "H", "H", "H", "H", "H", "O", "C", "O", "C", "H", "H", "H", "H", "H"], "xyz": [[1.58, 1.02, -1.23], [0.33, 0.57, -1.11], [0.17, -0.80, -0.53], [1.20, -1.64, -1.12], [1.64, -2.78, -0.40], [3.03, -3.12, -0.94], [3.85, -2.00, -0.98], [2.83, -0.44, -1.35], [-0.39, 0.88, -1.87], [-0.82, -1.23, -0.73], [0.35, -0.82, 0.56], [0.93, -3.62, -0.53], [1.70, -2.53, 0.67], [2.92, -3.57, -1.94], [3.45, -3.91, -0.28], [-1.21, 2.03, -0.17], [-1.46, 3.87, 0.99], [-2.94, 1.66, 2.01], [-3.15, 2.29, 0.76], [-2.02, 2.87, 0.20], [-3.78, 0.99, 2.19], [-2.00, 1.07, 2.00], [-2.89, 2.39, 2.83], [-2.37, 3.35, -0.73], [-0.95, 3.49, 1.71]]}

{"formula": "C6H14", "method": "ωB97M-V/def2-TZVPD", "lumo_energy_ev": [4.53, 4.42], "multiplicity": 2, "charge": -1, "orbital_gap_ev": [4.60, 5.52], "de_lowest_ev": 4.584, "s2": 0.757, "elements": ["C", "C", "C", "C", "C", "C", "H", "H", "H", "H", "H", "H", "H", "H", "H", "H", "H", "H", "H", "H"], "xyz": [[-1.56, -1.84, 0.07], [-1.64, -0.31, -0.42], [-0.57, 0.68, 0.03], [0.66, 0.64, -0.72], [1.75, -0.26, -0.36], [2.33, 1.14, 0.04], [-2.48, -2.29, -0.29], [-1.46, -1.83, 1.18], [-0.76, -2.48, -0.33], [-1.48, -0.32, -1.50], [-2.63, 0.02, -0.11], [-4.36, 0.61, 5.67], [-1.06, 1.65, 0.00], [0.68, 1.05, -1.74], [1.67, -0.83, 0.56], [-3.75, 0.41, 5.29], [2.26, -0.77, -1.19], [2.03, 1.34, 1.07], [2.13, 2.06, -0.56], [3.46, 0.97, 0.04]]}